{
  "formula": "C22H16AuBrN4O3",
  "method": "ωB97M-V/def2-TZVPD",
  "elements": ["Au", "Br", "C", "C", "C", "C", "C", "C", "N", "N", "C", "C", "C", "C", "O", "C", "N", "C", "C", "C", "C", "H", "H", "H", "H", "H", "H", "H", "H", "H", "C", "C", "C", "C", "C", "C", "C", "H", "H", "H", "H", "H", "H", "H", "O", "N", "O"],
  "xyz": [[-0.2641, -0.2506, -0.0996], [2.1107, 0.7163, 6.4714], [3.5049, 0.4473, 5.2145], [4.2487, -0.7182, 5.2618], [5.2558, -0.9152, 4.3297], [5.4855, 0.0277, 3.3386], [4.7672, 1.2196, 3.3362], [3.7719, 1.4311, 4.2740], [6.5741, -0.1940, 2.4206], [6.4263, -0.0487, 1.1984], [5.1328, 0.2425, 0.6468], [4.9853, 1.3947, -0.0921], [3.7448, 1.8197, -0.5521], [2.5670, 1.0817, -0.3428], [1.4221, 1.4700, -0.7260], [2.7576, -0.2041, 0.3262], [1.6775, -1.0114, 0.4762], [1.7781, -2.2103, 1.0087], [3.0101, -2.7104, 1.4471], [4.1193, -1.9225, 1.3434], [4.0249, -0.6233, 0.7971], [4.0468, -1.4621, 6.0193], [5.8630, -1.8107, 4.3609], [4.9787, 1.9753, 2.5927], [3.2075, 2.3530, 4.2736], [5.8597, 2.0124, -0.2637], [3.6544, 2.7513, -1.0946], [0.8728, -2.7980, 1.0590], [3.0611, -3.7115, 1.8502], [5.0868, -2.2964, 1.6528], [-0.3562, 1.0745, 1.5345], [-1.4974, 1.4220, 0.7301], [-2.5232, 0.4437, 0.6095], [-3.5248, 0.5839, -0.3606], [-3.5012, 1.6635, -1.2079], [-2.4677, 2.6177, -1.1295], [-1.4700, 2.4964, -0.2045], [-0.5304, 0.4726, 2.4202], [0.4776, 1.7627, 1.5731], [-2.5868, -0.3485, 1.3458], [-4.3032, -0.1621, -0.4333], [-4.2716, 1.7774, -1.9580], [-2.4464, 3.4368, -1.8352], [-0.6281, 3.1746, -0.1822], [-0.9608, -2.9544, -0.4373], [-1.0993, -2.5831, -1.5775], [-0.8012, -1.3470, -1.7959]],
  "homo_lumo_gap_ha": 0.2033,
  "e_homo_ha": -0.263,
  "total_charge": 0,
  "multiplicity": 1
}



{
  "formula": "C22H16Cl56FN2O3",
  "method": "ωB97M-V/def2-TZVPD",
  "elements": ["C", "C", "C", "O", "N", "C", "C", "N", "C", "C", "F", "C", "O", "O", "H", "H", "H", "H", "H", "H", "H", "H", "H", "H", "H", "H", "H", "H", "H", "H", "C", "Cl", "Cl", "Cl", "Cl", "C", "Cl", "Cl", "Cl", "Cl", "C", "Cl", "Cl", "Cl", "Cl", "C", "Cl", "Cl", "Cl", "Cl", "C", "Cl", "Cl", "Cl", "Cl", "C", "Cl", "Cl", "Cl", "Cl", "C", "Cl", "Cl", "Cl", "Cl", "C", "Cl", "Cl", "Cl", "Cl", "C", "Cl", "Cl", "Cl", "Cl", "C", "Cl", "Cl", "Cl", "Cl", "C", "Cl", "Cl", "Cl", "Cl", "C", "Cl", "Cl", "Cl", "Cl", "C", "Cl", "Cl", "Cl", "Cl", "C", "Cl", "Cl", "Cl", "Cl"],
  "xyz": [[1.6536, -1.3585, -0.0647], [1.9946, -0.3132, -1.2555], [1.3441, -0.7182, -2.6616], [0.0220, -0.1715, -2.8993], [-0.7390, -0.1472, -1.7650], [-1.9481, -1.0187, -1.8562], [-3.1037, -0.3750, -0.9534], [-3.3162, -1.0356, 0.3697], [-1.4860, -2.4884, -1.3865], [-2.6541, -3.5704, -1.3977], [-2.4358, -4.5386, -0.3157], [-2.4823, -0.9767, -3.3791], [-2.7360, -2.0049, -4.0823], [-2.6881, 0.2745, -3.9725], [0.6206, -1.0469, 0.3419], [1.4960, -2.4004, -0.5167], [2.4458, -1.3586, 0.7758], [3.1347, -0.2845, -1.3510], [1.6757, 0.7512, -0.9393], [1.2638, -1.8533, -2.7950], [2.0413, -0.3178, -3.4838], [-0.9560, 0.8058, -1.4514], [-4.0858, -0.4605, -1.5468], [-2.9725, 0.7543, -0.7594], [-4.3099, -0.9351, 0.6001], [-2.7000, -0.6685, 1.1023], [-1.0385, -2.3547, -0.3324], [-0.6003, -2.8432, -2.0351], [-2.7646, -4.1430, -2.3731], [-3.6701, -3.0865, -1.1528], [-5.4601, 2.8822, 0.6850], [-6.0785, 1.4220, 1.4870], [-4.4861, 3.8227, 1.8365], [-4.4532, 2.4154, -0.7007], [-6.8256, 3.8683, 0.1185], [1.3185, 3.1919, 1.5260], [-0.2543, 2.8758, 0.7644], [1.1016, 3.3695, 3.2810], [2.4188, 1.8375, 1.1989], [2.0110, 4.6862, 0.8603], [1.9170, 8.9963, 1.7597], [1.2907, 7.5395, 2.5576], [2.8954, 9.9288, 2.9119], [2.9225, 8.5232, 0.3740], [0.5592, 9.9919, 1.1942], [6.7155, 7.8322, 2.0004], [6.2043, 8.6214, 3.5073], [6.9504, 9.0605, 0.7385], [8.2416, 6.9659, 2.2754], [5.4676, 6.6807, 1.4806], [-5.5438, -1.4428, -7.0361], [-6.1551, -2.9486, -6.3170], [-4.5508, -0.5784, -5.8491], [-4.5610, -1.8356, -8.4668], [-6.9154, -0.4163, -7.5246], [1.5591, -3.0914, 3.9932], [3.0100, -3.4484, 4.9589], [0.1494, -2.9710, 5.0686], [1.7790, -1.5549, 3.1315], [1.2952, -4.3906, 2.8124], [0.9484, -8.1210, 1.5028], [2.3928, -8.4871, 2.4717], [-0.4633, -7.9860, 2.5699], [1.1823, -6.5854, 0.6440], [0.6799, -9.4233, 0.3247], [-3.1329, -6.0190, -5.4948], [-4.4812, -6.1467, -4.3444], [-3.5112, -4.7914, -6.7170], [-1.6550, -5.5556, -4.6283], [-2.8827, -7.5906, -6.2903], [4.8115, -10.6865, 5.0142], [5.0581, -9.3374, 3.8859], [3.2461, -10.4959, 5.8306], [4.8288, -12.2192, 4.1167], [6.1135, -10.6931, 6.2230], [-7.7030, 6.4324, -2.7407], [-9.0881, 6.3894, -1.6275], [-8.0372, 7.5764, -4.0586], [-6.2516, 6.9547, -1.8594], [-7.4369, 4.8118, -3.4175], [-4.2170, -6.6112, 2.2012], [-4.6185, -7.5832, 3.6353], [-5.6268, -5.6381, 1.7322], [-2.8553, -5.5374, 2.5766], [-3.7703, -7.6888, 0.8623], [6.2740, -1.1653, 3.8554], [5.8986, -2.1381, 5.2919], [4.8447, -0.2176, 3.4007], [7.6261, -0.0696, 4.2150], [6.7227, -2.2396, 2.5142], [-3.6199, 10.0266, -2.6508], [-3.3974, 11.3677, -3.7949], [-5.1832, 10.2062, -1.8243], [-3.5857, 8.4848, -3.5331], [-2.3129, 10.0482, -1.4485], [11.9350, 5.3557, 3.6941], [11.4211, 6.1452, 5.1999], [12.1690, 6.5834, 2.4320], [13.4619, 4.4908, 3.9699], [10.6873, 4.2037, 3.1744]],
  "homo_lumo_gap_ha": 0.2117,
  "e_homo_ha": -0.177,
  "total_charge": -1,
  "multiplicity": 1
}